1.
{
  "formula": "C33H71Ca2N2O8",
  "method": "wB97M-V/def2-TZVPD",
  "largest_force_ev_per_a": 4.15,
  "e_tot_ha": -3366.1681,
  "multiplicity": 2,
  "total_charge": 2,
  "gap_ev": [3.74, 8.19],
  "species": ["Ca", "Ca", "O", "C", "O", "O", "H", "C", "C", "C", "O", "C", "H", "H", "H", "H", "H", "H", "H", "H", "C", "C", "C", "O", "C", "H", "H", "H", "H", "H", "H", "H", "H", "C", "C", "C", "O", "C", "H", "H", "H", "H", "H", "H", "H", "H", "C", "C", "C", "O", "C", "H", "H", "H", "H", "H", "H", "H", "H", "C", "C", "C", "O", "C", "H", "H", "H", "H", "H", "H", "H", "H", "C", "C", "N", "C", "C", "C", "C", "H", "H", "H", "H", "H", "H", "H", "H", "H", "H", "H", "H", "H", "H", "H", "C", "C", "N", "C", "C", "C", "C", "H", "H", "H", "H", "H", "H", "H", "H", "H", "H", "H", "H", "H", "H", "H"],
  "xyz": [[-1.1747, 2.0473, 3.3995], [3.3097, 1.6055, 1.1142], [-0.6828, 0.2126, -0.4376], [0.1969, 0.7617, 0.3905], [1.3655, 0.8495, 0.0613], [-0.1715, 1.3617, 1.4497], [-0.1660, -0.1748, -1.1479], [0.2304, -3.3280, 0.2638], [-0.6926, -4.4729, 0.6137], [0.4287, -5.6024, 0.7134], [1.6595, -5.0702, 0.0834], [1.3230, -3.8476, -0.6478], [0.6985, -2.8999, 1.1502], [-0.2871, -2.4677, -0.1608], [-1.3021, -4.7700, -0.2398], [-1.3228, -4.2532, 1.4755], [0.0310, -6.4606, 0.1717], [0.6117, -5.8943, 1.7475], [1.0435, -4.1765, -1.6487], [2.2404, -3.2607, -0.6928], [-2.4509, 5.3494, 0.2566], [-3.5231, 5.3353, 1.3373], [-2.7858, 4.7724, 2.5088], [-1.9349, 3.7432, 1.9423], [-1.8227, 3.9673, 0.5470], [-1.7981, 6.2114, 0.3945], [-2.9963, 5.5131, -0.6729], [-4.3832, 4.6970, 1.1348], [-3.9687, 6.3195, 1.4823], [-3.5162, 4.3606, 3.2053], [-2.1747, 5.4875, 3.0595], [-2.3262, 3.1925, -0.0311], [-0.7759, 3.9604, 0.2432], [-4.3060, -1.4277, -2.0677], [-5.2371, -2.6459, -2.2842], [-4.2621, -3.7921, -2.4425], [-3.3937, -3.4966, -1.4318], [-3.0845, -2.1408, -1.5137], [-4.6735, -0.6927, -1.3516], [-4.2205, -0.8932, -3.0137], [-5.8471, -2.5151, -3.1780], [-5.9410, -2.7420, -1.4576], [-3.7138, -3.9136, -3.3767], [-4.7232, -4.7581, -2.2367], [-2.3292, -1.9192, -2.2678], [-2.7873, -1.7544, -0.5388], [1.2304, -1.2067, -4.7351], [0.5728, 0.1125, -5.0766], [-0.1861, 0.4668, -3.8209], [0.2317, -0.4913, -2.8805], [0.5769, -1.7026, -3.4637], [2.2959, -1.1300, -4.5186], [1.2104, -1.9222, -5.5572], [-0.1154, -0.1050, -5.8934], [1.2541, 0.9265, -5.3244], [-1.2618, 0.4415, -3.9948], [0.0321, 1.5020, -3.5586], [-0.2904, -2.3104, -3.7214], [1.3000, -2.1780, -2.8009], [5.5604, -2.3029, 2.0486], [4.1541, -2.7692, 1.7455], [3.3126, -1.5095, 2.0364], [4.1237, -0.4504, 1.5720], [5.4752, -0.7813, 1.9954], [6.3459, -2.6772, 1.3922], [5.8479, -2.6917, 3.0255], [3.8463, -3.6327, 2.3352], [4.1273, -3.0832, 0.7021], [3.0463, -1.2751, 3.0670], [2.3316, -1.4428, 1.5660], [5.7627, -0.3139, 2.9371], [6.1976, -0.3189, 1.3228], [3.8674, -0.3046, -1.8685], [4.9010, 0.8494, -1.6685], [4.3006, 2.0606, -1.0081], [3.2898, 2.5692, -1.9743], [2.4562, 3.7546, -1.4388], [5.3345, 3.0476, -0.7155], [6.0196, 3.7299, -1.9516], [4.3752, -1.0860, -2.4340], [3.0364, -0.0498, -2.5263], [3.4415, -0.7044, -0.9482], [5.6928, 0.4072, -1.0638], [5.3380, 1.0636, -2.6438], [3.7308, 2.9312, -2.9030], [2.5419, 1.8230, -2.2426], [1.5929, 3.9003, -2.0881], [2.0649, 3.4962, -0.4548], [2.9767, 4.7037, -1.3110], [6.1581, 2.6179, -0.1453], [4.9689, 3.8499, -0.0746], [6.5197, 3.0130, -2.6028], [6.7534, 4.4661, -1.6233], [5.2748, 4.2439, -2.5592], [-1.6073, -1.6011, 2.7086], [-2.5881, -0.9459, 3.6386], [-3.0355, 0.3845, 3.2064], [-3.8513, 0.1792, 2.0160], [-4.7271, 1.3424, 1.5938], [-3.8047, 0.9938, 4.3100], [-4.9777, 0.1708, 4.8394], [-1.0966, -2.4185, 3.2175], [-0.8279, -0.9175, 2.3720], [-2.0423, -2.0383, 1.8098], [-3.5036, -1.5255, 3.7570], [-2.1587, -0.8315, 4.6340], [-3.1728, 0.0258, 1.1768], [-4.4547, -0.7143, 2.1759], [-5.0126, 1.3086, 0.5424], [-5.6995, 1.3573, 2.0861], [-4.2145, 2.2830, 1.7950], [-4.2282, 1.9430, 3.9816], [-3.0882, 1.2610, 5.0868], [-5.6748, -0.1080, 4.0491], [-5.5814, 0.6675, 5.5989], [-4.6329, -0.7310, 5.3452]],
  "forces_ev_per_angstrom": [[0.43, -0.37, -1.34], [-1.25, -0.16, -0.21], [-0.49, 0.22, 1.70], [-1.81, 2.03, 1.31], [3.90, -0.63, -1.25], [-1.46, -0.62, 0.50], [0.25, -0.44, -1.40], [-0.50, 2.15, -0.86], [1.89, -0.89, -0.79], [-0.61, 0.81, -0.17], [-0.98, -0.35, 0.49], [-0.10, -2.10, 1.52], [0.19, -0.31, 0.29], [-0.31, 0.05, -0.30], [-0.29, 0.45, 0.11], [0.25, -0.42, 0.06], [0.52, -0.16, -0.09], [0.44, 0.07, -0.12], [-0.41, 0.45, -0.15], [-0.11, 0.20, 0.02], [-1.15, -0.41, 0.41], [-0.38, 0.98, 0.16], [-0.49, 0.30, 0.69], [-0.32, -0.06, 0.94], [0.63, 0.93, -2.12], [0.27, -0.27, 0.13], [0.59, -0.58, -0.41], [0.19, -0.27, -0.47], [0.26, 0.08, 0.36], [0.24, -0.49, 0.23], [0.12, 0.11, -0.18], [-0.17, -0.16, 0.26], [0.10, -0.19, 0.29], [-1.40, -0.25, 0.29], [-1.04, 1.05, -1.52], [-1.49, -0.69, 0.11], [2.22, -0.48, 1.97], [0.49, 1.21, -0.65], [-0.36, -0.12, 0.04], [0.65, -0.11, 0.03], [-0.11, 0.10, -0.03], [0.30, -0.54, 0.11], [-0.26, 0.52, -0.55], [-0.01, -0.03, 0.06], [0.91, -0.42, 0.21], [0.18, -0.22, -0.03], [1.78, -1.10, -0.66], [-0.30, -0.25, -0.69], [-0.49, 0.30, -0.87], [-0.71, 1.31, 2.74], [0.37, 0.16, -1.34], [0.14, 0.45, -0.05], [-0.30, -0.02, 0.01], [0.08, 0.57, -0.17], [0.08, -0.34, -0.35], [-0.22, -0.31, 0.19], [0.23, -0.20, 0.83], [-0.18, -0.27, 0.48], [-0.39, -0.32, -0.06], [0.71, -0.22, 0.64], [-0.62, -0.09, -0.05], [-1.06, -0.84, -0.01], [1.19, 0.77, -0.02], [1.13, 0.39, 0.08], [-0.36, -0.03, -0.31], [0.04, 0.49, 0.20], [0.00, 0.14, 0.03], [-0.57, 0.25, -0.07], [0.55, -0.66, 0.54], [0.17, -0.19, -0.69], [-0.74, -0.04, 0.44], [-0.30, -0.17, -0.62], [0.34, 0.49, -0.60], [-1.05, -1.27, 0.28], [-0.05, -1.00, -1.38], [-0.98, 1.62, 0.14], [0.31, -0.45, 0.38], [1.50, 1.24, -0.90], [-0.67, -0.28, 0.35], [0.18, -0.24, 0.35], [-0.03, 0.25, 0.17], [0.20, 0.02, 0.04], [0.16, 0.44, 0.28], [-0.04, 0.40, 0.01], [0.39, -0.41, -0.07], [0.48, -0.31, 0.33], [0.08, 0.09, 0.02], [-0.34, 0.00, 0.23], [0.18, -0.08, -0.26], [-0.15, -0.57, 0.14], [-0.49, 0.11, 0.02], [0.04, -0.05, 0.16], [-0.06, -0.10, 0.09], [0.12, 0.15, 0.05], [0.51, -0.46, -0.35], [-0.10, 0.11, 0.35], [0.03, 0.57, 0.46], [-0.17, 0.31, -1.21], [-0.56, 0.29, 0.26], [-0.83, 0.33, -0.13], [0.07, -0.45, 0.63], [-0.07, -0.05, 0.11], [-0.01, 0.18, 0.06], [-0.23, 0.15, 0.04], [0.24, -0.52, 0.07], [0.17, -0.06, 0.15], [0.15, -0.46, 0.09], [-0.11, -0.17, -0.29], [0.46, -0.14, -0.11], [0.11, 0.10, 0.42], [-0.05, 0.16, -0.19], [0.14, 0.16, -0.27], [0.04, -0.22, 0.57], [0.15, -0.03, -0.10], [0.23, 0.47, -0.12], [-0.04, -0.10, -0.17]]
}



2.
{
  "formula": "C33H71FO21S6",
  "method": "wB97M-V/def2-TZVPD",
  "largest_force_ev_per_a": 1.50,
  "e_tot_ha": -5368.8543,
  "gap_ev": 8.96,
  "species": ["F", "C", "C", "C", "C", "C", "C", "H", "H", "H", "H", "H", "C", "S", "O", "C", "H", "H", "H", "H", "H", "H", "C", "S", "O", "C", "H", "H", "H", "H", "H", "H", "C", "S", "O", "C", "H", "H", "H", "H", "H", "H", "C", "S", "O", "C", "H", "H", "H", "H", "H", "H", "C", "S", "O", "C", "H", "H", "H", "H", "H", "H", "C", "S", "O", "C", "H", "H", "H", "H", "H", "H", "C", "O", "C", "O", "O", "C", "H", "H", "H", "H", "H", "H", "C", "O", "C", "O", "O", "C", "H", "H", "H", "H", "H", "H", "C", "O", "C", "O", "O", "C", "H", "H", "H", "H", "H", "H", "C", "O", "C", "O", "O", "C", "H", "H", "H", "H", "H", "H", "C", "O", "C", "O", "O", "C", "H", "H", "H", "H", "H", "H"],
  "xyz": [[-4.5429, 1.0783, -1.7680], [-5.3013, -0.0056, -1.4803], [-5.1409, -0.6295, -0.2616], [-5.9243, -1.7301, 0.0653], [-6.8245, -2.2069, -0.8844], [-7.0069, -1.5330, -2.0882], [-6.2458, -0.4152, -2.3946], [-4.4398, -0.1743, 0.4287], [-5.7173, -2.3052, 0.9568], [-7.4426, -3.0758, -0.6971], [-7.7637, -1.8815, -2.7784], [-6.3612, 0.0797, -3.3501], [-1.8981, -1.4943, -2.6628], [-2.0709, -2.7917, -3.8839], [-2.2490, -4.1014, -3.1879], [-3.6669, -2.2435, -4.5462], [-2.1915, -0.5196, -3.0571], [-0.8503, -1.4604, -2.3772], [-2.5604, -1.7345, -1.8290], [-4.2632, -3.0506, -4.9567], [-3.4630, -1.4444, -5.2587], [-4.2065, -1.7815, -3.7135], [1.7183, 1.1395, -3.8109], [0.6951, -0.2138, -4.4338], [0.9296, -0.2420, -5.9093], [1.7895, -1.5475, -3.8374], [2.0431, 0.9767, -2.7845], [1.2217, 2.1026, -3.9239], [2.5837, 1.1627, -4.4789], [2.8168, -1.1961, -3.8904], [1.6414, -2.3069, -4.6057], [1.4601, -1.9465, -2.8810], [2.5824, -4.1736, -0.9219], [4.0960, -3.9962, -1.8670], [5.0395, -5.0407, -1.3765], [3.4768, -4.6003, -3.4696], [2.7777, -3.6018, -0.0156], [2.3749, -5.2094, -0.6589], [1.7501, -3.6891, -1.4264], [3.5511, -5.6858, -3.4300], [3.9813, -4.1804, -4.3367], [2.4311, -4.3094, -3.5827], [0.7715, 0.4948, 1.5500], [0.2484, 0.1870, -0.1672], [0.8161, -1.1842, -0.4420], [-1.5325, -0.0257, 0.2594], [0.0434, 0.0430, 2.2193], [0.8280, 1.5561, 1.8040], [1.7353, 0.0193, 1.6919], [-1.6283, -1.0857, 0.5126], [-2.1030, 0.2677, -0.6137], [-1.7937, 0.4993, 1.1755], [-3.6331, -5.5141, 0.0263], [-2.7978, -3.9318, -0.1104], [-3.0412, -3.2425, 1.1985], [-1.1111, -4.5504, -0.0645], [-3.3294, -6.0604, 0.9192], [-3.5303, -6.1422, -0.8600], [-4.7021, -5.2991, 0.0838], [-0.9224, -4.8563, 0.9657], [-0.4540, -3.7562, -0.4079], [-1.0151, -5.4401, -0.6856], [2.9373, 3.5725, 3.7180], [2.9391, 2.9326, 5.4157], [1.6794, 3.4565, 6.0422], [2.5093, 1.2116, 4.9712], [3.4857, 4.5193, 3.6904], [1.9350, 3.9036, 3.4420], [3.4028, 2.8563, 3.0437], [1.4265, 1.1311, 5.0172], [2.9967, 0.6401, 5.7596], [2.8777, 0.8728, 4.0038], [7.6130, 2.4767, 2.0949], [7.1986, 1.2863, 1.4136], [5.9212, 0.9515, 1.4845], [5.0468, 1.6181, 2.0077], [5.7693, -0.2233, 0.8969], [4.4214, -0.7104, 0.7353], [8.0291, 3.1664, 1.3634], [8.4052, 2.1826, 2.7796], [6.7778, 2.9386, 2.6124], [3.9888, -0.8447, 1.7241], [4.5112, -1.6068, 0.1370], [3.8506, 0.0575, 0.2148], [-2.0527, 6.2036, 3.4082], [-1.2283, 5.0764, 3.6440], [-1.7778, 3.8738, 3.4578], [-2.6381, 3.5986, 2.6546], [-1.2076, 3.0156, 4.2900], [-1.8300, 1.7449, 4.4499], [-2.3256, 6.6585, 4.3637], [-2.9848, 5.9738, 2.8939], [-1.5072, 6.9669, 2.8562], [-2.8864, 1.8321, 4.6856], [-1.2967, 1.2761, 5.2754], [-1.6484, 1.1208, 3.5772], [-0.8948, 5.5985, 0.1045], [0.4313, 5.2616, 0.4981], [0.9723, 4.1977, -0.1020], [0.5005, 3.5675, -1.0140], [2.0807, 3.8711, 0.5677], [2.8713, 2.8427, 0.0008], [-1.1424, 5.1774, -0.8657], [-0.9475, 6.6771, -0.0727], [-1.6349, 5.3721, 0.8651], [2.3145, 2.0492, -0.5000], [3.3903, 2.3324, 0.8150], [3.6226, 3.2266, -0.6903], [-2.2386, 2.5665, -2.8930], [-1.5652, 2.7122, -4.1573], [-1.9273, 1.8764, -5.1172], [-2.6559, 0.9165, -5.0030], [-1.3086, 2.2246, -6.2360], [-1.5186, 1.4027, -7.3661], [-1.6746, 1.8623, -2.2831], [-3.2589, 2.2121, -3.0200], [-2.2135, 3.5642, -2.4693], [-1.2876, 0.3581, -7.1754], [-0.8461, 1.7373, -8.1567], [-2.5181, 1.5624, -7.7767], [0.6991, -2.9499, 2.4817], [0.5634, -2.1739, 3.6591], [1.3521, -2.4614, 4.6905], [2.1683, -3.3402, 4.7365], [1.0714, -1.5830, 5.6495], [1.7895, -1.7099, 6.8692], [-0.1483, -2.6857, 1.8521], [0.5465, -4.0138, 2.6770], [1.6368, -2.7841, 1.9603], [1.6735, -2.7107, 7.2887], [1.2590, -1.0961, 7.5984], [2.8214, -1.3903, 6.7710]],
  "forces_ev_per_angstrom": [[-0.01, -0.12, 0.15], [-0.42, -0.03, 0.09], [0.17, 0.47, 0.36], [0.38, -0.45, -0.82], [-0.31, 0.20, 0.03], [0.02, -0.06, 0.28], [-0.04, -0.23, -0.41], [0.05, -0.31, 0.08], [-0.12, 0.24, 0.20], [0.12, -0.04, 0.17], [0.08, 0.00, -0.09], [0.06, 0.15, 0.09], [-0.40, 0.11, 0.27], [0.17, -0.14, -1.04], [-0.10, 0.14, 0.27], [-0.06, 0.66, 0.86], [0.05, -0.14, -0.34], [-0.03, -0.11, 0.31], [0.13, -0.12, 0.04], [0.31, -0.21, -0.13], [0.04, -0.15, -0.16], [-0.17, -0.20, -0.09], [0.29, 0.30, -0.35], [0.81, -0.17, -0.08], [-0.34, 0.24, 0.04], [-0.63, -0.03, -0.55], [-0.20, -0.04, 0.07], [-0.29, -0.15, 0.16], [0.05, -0.18, 0.08], [0.07, -0.07, 0.29], [0.00, -0.03, 0.03], [0.26, 0.29, 0.25], [-0.01, 0.33, 0.31], [0.26, -0.27, -0.57], [-0.09, 0.24, 0.02], [-0.70, 0.09, 0.13], [-0.09, -0.11, 0.15], [0.08, -0.08, -0.23], [-0.04, -0.04, -0.08], [0.09, -0.01, -0.08], [0.49, -0.06, 0.27], [-0.02, -0.10, 0.13], [-0.34, 0.30, 0.19], [-0.10, -0.34, 0.93], [-0.26, 0.16, -0.27], [0.83, -0.37, 0.05], [0.12, -0.23, 0.06], [0.04, 0.05, -0.27], [0.16, 0.01, -0.14], [-0.13, -0.06, -0.33], [-0.32, -0.04, 0.15], [-0.03, 0.53, -0.29], [-0.57, -0.37, -0.18], [-0.34, -0.04, -0.10], [0.24, 0.05, 0.07], [-0.18, -0.48, 0.13], [0.13, 0.15, 0.05], [0.41, 0.21, -0.07], [0.09, 0.19, 0.21], [0.09, 0.23, 0.03], [0.12, 0.03, 0.11], [-0.04, 0.20, -0.29], [0.27, 0.85, 0.08], [-1.27, 0.04, -0.80], [0.71, -0.04, 0.14], [0.52, 0.10, 0.35], [0.32, -0.24, 0.16], [-0.25, -0.69, 0.06], [-0.13, 0.13, -0.02], [-0.03, 0.05, 0.10], [-0.31, -0.33, -0.07], [0.17, 0.21, 0.00], [0.17, 0.04, -0.03], [0.16, -0.05, -0.06], [-0.33, 0.30, 0.34], [0.21, -0.55, -0.23], [0.06, -0.17, -0.23], [0.36, 0.97, 0.24], [-0.09, -0.04, -0.08], [-0.09, 0.05, 0.11], [0.03, -0.04, 0.06], [-0.12, -0.39, -0.05], [-0.11, -0.15, 0.12], [-0.16, -0.18, -0.14], [-0.51, 0.88, 0.11], [0.10, -0.15, 0.14], [-0.36, -0.29, -0.29], [0.04, 0.16, 0.21], [0.20, 0.32, 0.29], [0.59, -0.41, 0.02], [0.13, -0.20, 0.10], [0.19, -0.30, -0.17], [0.18, -0.25, -0.15], [-0.06, 0.06, -0.17], [-0.11, 0.12, 0.08], [-0.33, 0.04, -0.19], [-0.38, 1.07, -0.86], [0.09, -0.17, 0.05], [-0.52, -0.50, 0.42], [0.12, 0.27, -0.12], [-0.06, 0.34, -0.22], [0.74, -1.15, 0.12], [-0.04, -0.48, 0.18], [0.34, -0.01, 0.30], [0.18, -0.51, 0.09], [-0.44, 0.45, -0.15], [-0.03, 0.48, 0.03], [-0.15, 0.25, -0.01], [0.13, 0.00, -0.31], [-0.18, 0.21, 0.02], [0.13, -0.72, -0.33], [-0.15, 0.20, 0.19], [0.32, 0.54, 0.30], [-0.08, -0.15, -1.12], [0.00, 0.09, 0.13], [0.19, 0.11, -0.14], [0.00, -0.08, 0.25], [-0.20, 0.01, 0.23], [0.23, 0.17, 0.36], [-0.14, -0.30, 0.35], [-0.73, -0.76, -0.34], [-0.16, 0.43, 0.04], [0.17, -0.10, -0.14], [0.07, -0.04, 0.05], [-0.18, 0.23, 0.02], [-0.70, -0.26, 0.86], [0.20, 0.38, -0.04], [0.41, 0.03, 0.29], [0.11, 0.11, 0.10], [0.50, -0.18, -0.41], [0.17, 0.41, -0.31], [0.10, -0.21, -0.03]]
}